Record 1
{"formula": "C6H10O", "method": "ωB97M-V/def2-TZVPD", "relative_energy_ev": 3.585, "elements": ["C", "C", "C", "C", "O", "C", "C", "H", "H", "H", "H", "H", "H", "H", "H", "H", "H"], "positions_angstrom": [[2.319, 0.095, -0.285], [0.928, -0.506, -0.203], [0.004, -0.326, 1.011], [-1.243, -0.267, 0.072], [-2.101, -1.358, -0.042], [-1.702, 1.083, -0.071], [-0.254, 0.075, -0.979], [3.011, -0.321, 0.459], [2.266, 1.178, -0.146], [2.756, -0.099, -1.274], [1.004, -1.597, -0.401], [0.216, 0.648, 1.465], [-0.083, -1.113, 1.750], [-2.816, -1.211, 0.589], [-2.668, 1.213, -0.585], [-1.405, 1.911, 0.557], [-0.230, 0.593, -1.919]], "forces_ev_per_angstrom": [[-0.1, 0.2, 0.0], [-0.1, 0.4, 0.0], [-0.1, -0.3, 0.5], [0.3, 0.1, 0.3], [-0.3, -0.1, 0.3], [0.4, 0.1, -0.2], [-0.1, 0.4, -0.3], [-0.2, 0.0, -0.1], [0.1, 0.0, 0.0], [-0.1, 0.1, 0.2], [-0.3, 0.5, -0.3], [-0.3, -0.3, 0.2], [0.3, -0.2, 0.2], [-0.1, -0.1, 0.0], [0.9, 0.1, -0.6], [0.1, -0.3, 0.3], [-0.6, -0.6, -0.7]]}



Record 2
{"formula": "C6H10O", "method": "ωB97M-V/def2-TZVPD", "relative_energy_ev": 5.128, "elements": ["C", "C", "C", "C", "O", "C", "C", "H", "H", "H", "H", "H", "H", "H", "H", "H", "H"], "positions_angstrom": [[1.934, -0.354, -0.982], [0.854, 0.072, -0.030], [0.169, 1.433, -0.165], [-1.153, 0.698, 0.048], [-0.443, -0.635, -0.402], [-1.262, -1.251, 0.739], [-1.373, 0.086, 1.410], [2.212, -1.397, -0.802], [2.820, 0.273, -0.833], [1.603, -0.250, -2.019], [1.051, -0.150, 1.020], [0.410, 2.163, 0.609], [0.279, 1.862, -1.168], [-1.964, 0.895, -0.679], [-0.728, -2.096, 1.199], [-2.100, -1.658, 0.131], [-2.308, 0.308, 1.923]], "forces_ev_per_angstrom": [[0.0, 0.0, 0.0], [0.1, -0.1, -0.1], [0.0, 0.1, 0.0], [0.0, 0.3, -0.1], [0.1, -0.1, 0.0], [0.1, -0.3, 0.0], [-0.4, 0.1, 0.0], [0.0, 0.1, 0.0], [-0.1, -0.1, 0.0], [0.1, 0.0, 0.1], [-0.1, -0.1, -0.2], [0.0, -0.1, -0.1], [0.0, -0.1, 0.1], [0.1, 0.1, 0.2], [0.0, 0.2, 0.0], [0.1, 0.1, 0.2], [0.0, 0.0, -0.1]]}



Record 3
{"formula": "C6H10O", "method": "ωB97M-V/def2-TZVPD", "relative_energy_ev": 2.377, "elements": ["C", "C", "C", "C", "C", "C", "O", "H", "H", "H", "H", "H", "H", "H", "H", "H", "H"], "positions_angstrom": [[1.812, -0.606, 0.198], [0.610, 0.194, 0.682], [0.088, 1.204, -0.366], [-1.297, 0.656, -0.624], [-1.763, 0.040, 0.624], [-0.649, -0.561, 1.072], [-0.937, -0.909, -1.221], [1.576, -1.098, -0.749], [2.673, 0.056, 0.043], [2.102, -1.368, 0.929], [0.898, 0.715, 1.604], [0.639, 1.171, -1.307], [0.125, 2.245, -0.007], [-1.994, 1.278, -1.210], [-2.786, -0.293, 0.751], [-0.607, -1.498, 1.618], [-0.492, -1.226, -2.038]], "forces_ev_per_angstrom": [[0.0, -0.1, 0.0], [0.0, 0.0, 0.1], [0.1, -0.2, -0.1], [0.3, -0.8, -0.6], [0.2, -0.4, 0.0], [-0.1, 0.3, 0.8], [-0.5, 0.7, -0.5], [0.1, 0.0, 0.1], [-0.2, -0.1, 0.0], [0.0, 0.0, -0.1], [0.2, 0.1, -0.1], [0.2, 0.0, 0.2], [-0.4, -0.3, -0.1], [0.4, -0.8, -0.2], [0.2, 0.0, 0.1], [0.0, 0.3, 0.5], [-0.4, 1.4, -0.1]]}



Record 4
{"formula": "C6H10O", "method": "ωB97M-V/def2-TZVPD", "relative_energy_ev": 1.324, "elements": ["C", "C", "C", "C", "C", "C", "O", "H", "H", "H", "H", "H", "H", "H", "H", "H", "H"], "positions_angstrom": [[-1.430, 0.650, 1.346], [-0.219, 0.297, 0.517], [1.305, -0.075, 0.674], [1.243, 0.527, -0.743], [0.461, -0.564, -1.522], [-0.642, -0.798, -0.457], [0.186, 1.408, -0.323], [-1.376, 1.653, 1.798], [-1.647, -0.091, 2.119], [-2.231, 0.508, 0.560], [1.642, -1.126, 0.701], [1.824, 0.519, 1.423], [2.078, 1.042, -1.229], [1.092, -1.427, -1.759], [0.018, -0.170, -2.437], [-1.709, -0.588, -0.724], [-0.597, -1.767, 0.057]], "forces_ev_per_angstrom": [[-0.1, -0.1, 0.0], [-0.3, -0.4, 0.2], [0.0, 0.1, 0.2], [0.2, -0.1, -0.3], [0.0, 0.0, -0.2], [-0.4, -0.1, -0.3], [-0.2, 0.0, -0.1], [-0.2, -0.4, -0.3], [0.2, 0.1, 0.0], [0.4, 1.0, 1.4], [-0.5, 0.3, 0.3], [0.1, 0.2, -0.2], [-0.2, -0.2, 0.1], [-0.2, 0.1, 0.1], [0.3, 0.0, 0.0], [1.1, -0.5, -0.5], [-0.1, 0.1, -0.3]]}



Record 5
{"formula": "C6H10O", "method": "ωB97M-V/def2-TZVPD", "relative_energy_ev": 4.745, "elements": ["C", "C", "O", "C", "C", "C", "C", "H", "H", "H", "H", "H", "H", "H", "H", "H", "H"], "positions_angstrom": [[1.961, 0.634, 0.342], [1.190, -0.597, 0.738], [0.459, -0.530, 1.962], [-0.274, -0.715, 0.766], [-1.214, 0.379, 0.319], [-1.704, 0.122, -1.143], [-0.420, 0.139, -1.873], [1.375, 1.544, 0.485], [2.861, 0.710, 0.962], [2.262, 0.582, -0.709], [1.736, -1.534, 0.609], [-0.693, -1.721, 0.658], [-0.740, 1.360, 0.394], [-2.101, 0.394, 0.962], [-2.286, -0.811, -1.153], [-2.349, 0.959, -1.422], [-0.063, -0.914, -1.898]], "forces_ev_per_angstrom": [[0.0, 0.0, 0.0], [0.2, 0.0, -0.1], [0.0, 0.0, 0.3], [-0.1, 0.0, -0.2], [0.1, 0.1, 0.2], [-0.1, 0.0, -0.3], [-0.3, -0.2, 0.1], [0.1, -0.1, 0.0], [-0.1, 0.0, -0.1], [0.0, 0.0, 0.1], [0.0, 0.1, 0.1], [0.1, 0.1, 0.0], [0.0, -0.2, 0.0], [0.1, 0.0, -0.1], [0.1, 0.1, 0.0], [0.0, 0.0, 0.1], [0.0, 0.1, 0.0]]}



Record 6
{"formula": "C6H10O", "method": "ωB97M-V/def2-TZVPD", "relative_energy_ev": 2.198, "elements": ["C", "C", "C", "C", "C", "C", "O", "H", "H", "H", "H", "H", "H", "H", "H", "H", "H"], "positions_angstrom": [[-0.090, -2.024, 0.860], [-0.162, -0.614, 0.372], [-0.710, 0.426, 1.005], [-0.590, 1.754, 0.311], [0.223, 1.257, -1.040], [0.495, -0.254, -0.947], [1.857, -0.673, -0.993], [0.954, -2.357, 0.868], [-0.632, -2.698, 0.187], [-0.506, -2.128, 1.867], [-1.220, 0.344, 1.963], [-0.069, 2.548, 0.811], [-1.653, 2.146, 0.151], [-0.801, 1.378, -1.235], [0.536, 1.765, -1.966], [0.034, -0.819, -1.777], [2.335, -0.049, -0.435]], "forces_ev_per_angstrom": [[-0.1, -0.1, 0.0], [0.0, 0.0, 0.2], [0.4, 0.0, 0.2], [0.8, 0.2, 0.3], [-1.6, -0.2, 0.0], [-0.6, 0.3, 0.2], [0.0, 0.6, 0.1], [-0.2, 0.0, 0.0], [0.1, 0.1, 0.1], [0.1, 0.0, -0.1], [0.1, 0.0, -0.2], [0.3, 0.2, 0.9], [1.4, -0.3, -0.3], [-1.9, -1.4, -2.7], [0.9, 0.6, 1.2], [0.1, 0.3, 0.3], [0.2, -0.1, 0.0]]}



Record 7
{"formula": "C6H10O", "method": "ωB97M-V/def2-TZVPD", "relative_energy_ev": 0.652, "elements": ["C", "C", "C", "C", "C", "C", "O", "H", "H", "H", "H", "H", "H", "H", "H", "H", "H"], "positions_angstrom": [[-2.013, -0.462, 0.270], [-0.561, -0.188, 0.000], [-0.051, 0.684, -1.164], [1.127, -0.277, -0.960], [1.713, 0.138, 0.400], [0.366, 0.205, 1.170], [0.178, -1.306, -0.581], [-2.123, -1.164, 1.103], [-2.491, -0.895, -0.614], [-2.532, 0.467, 0.529], [0.098, 1.758, -1.006], [-0.596, 0.479, -2.089], [1.808, -0.569, -1.763], [2.247, 1.094, 0.358], [2.389, -0.626, 0.792], [0.299, -0.534, 1.974], [0.142, 1.194, 1.583]], "forces_ev_per_angstrom": [[0.0, 0.0, 0.0], [-0.3, 0.1, 0.2], [0.0, 0.1, -0.1], [0.4, 0.1, -0.2], [0.1, 0.0, 0.0], [0.0, 0.0, 0.1], [0.0, -0.2, 0.0], [0.0, 0.1, -0.1], [0.1, 0.1, 0.1], [0.1, -0.1, 0.0], [0.0, -0.2, 0.0], [0.1, 0.0, 0.1], [-0.1, 0.0, 0.1], [-0.1, -0.1, 0.0], [-0.1, 0.1, -0.1], [0.0, 0.1, -0.1], [0.0, -0.1, -0.1]]}



Record 8
{"formula": "C6H10O", "method": "ωB97M-V/def2-TZVPD", "relative_energy_ev": 4.372, "elements": ["C", "C", "C", "C", "C", "C", "O", "H", "H", "H", "H", "H", "H", "H", "H", "H", "H"], "positions_angstrom": [[-1.631, 0.954, 1.345], [-0.451, 0.320, 0.670], [0.806, 1.113, 0.283], [0.914, 0.288, -1.024], [-0.407, -0.457, -0.660], [-0.051, -1.671, 0.200], [-0.046, -0.935, 1.311], [-1.360, 1.291, 2.351], [-1.973, 1.820, 0.768], [-2.457, 0.240, 1.426], [0.584, 2.169, 0.102], [1.631, 1.035, 0.996], [1.788, -0.362, -1.112], [0.832, 0.888, -1.932], [-1.200, -0.529, -1.405], [1.723, -3.166, -1.955], [1.295, -2.997, -1.365]], "forces_ev_per_angstrom": [[0.0, 0.0, 0.0], [-0.1, 0.2, 0.1], [0.1, 0.1, 0.1], [0.2, 0.0, -0.1], [-0.2, -0.2, -0.2], [-0.1, 0.3, 0.1], [0.0, -0.2, -0.1], [0.0, 0.0, -0.1], [0.1, -0.1, 0.1], [0.1, 0.1, 0.0], [0.0, -0.2, 0.0], [-0.1, 0.0, -0.1], [-0.1, 0.1, 0.0], [0.0, -0.1, 0.1], [0.1, 0.0, 0.1], [0.0, 0.0, 0.0], [0.1, -0.1, -0.1]]}